Record 1
{
  "formula": "C42H41AsF7O12Sn",
  "method": "the ωB97M-V functional and the def2-TZVPD basis",
  "species": ["Sn", "As", "F", "F", "F", "F", "F", "F", "F", "C", "C", "C", "C", "C", "C", "H", "H", "H", "H", "H", "C", "C", "C", "C", "C", "C", "O", "O", "H", "H", "H", "H", "H", "H", "C", "C", "C", "C", "C", "C", "O", "O", "H", "H", "H", "H", "H", "H", "C", "C", "C", "C", "C", "C", "O", "O", "H", "H", "H", "H", "H", "H", "C", "C", "C", "C", "C", "C", "O", "O", "H", "H", "H", "H", "H", "H", "C", "C", "C", "C", "C", "C", "O", "O", "H", "H", "H", "H", "H", "H", "C", "C", "C", "C", "C", "C", "O", "O", "H", "H", "H", "H", "H", "H"],
  "xyz": [[0.44, -2.87, -3.17], [1.05, -0.23, -0.37], [0.16, 1.14, 0.30], [2.31, -0.14, 0.84], [1.92, -1.60, -1.15], [-0.16, -0.37, -1.73], [2.00, 0.94, -1.41], [0.26, -1.44, 0.60], [1.60, -4.81, -1.12], [2.08, -5.17, 0.12], [3.27, -5.82, 0.21], [3.81, -6.05, 1.45], [2.98, -5.82, 2.61], [1.79, -5.10, 2.52], [1.34, -4.80, 1.26], [3.81, -6.13, -0.67], [4.76, -6.53, 1.61], [3.45, -5.96, 3.57], [1.17, -4.77, 3.34], [0.48, -4.17, 1.09], [-2.36, -5.22, -1.39], [-2.81, -6.50, -1.08], [-3.02, -6.79, 0.27], [-2.91, -5.84, 1.25], [-2.35, -4.59, 1.00], [-2.07, -4.33, -0.36], [-1.59, -3.11, -0.74], [-3.32, -8.12, 0.51], [-2.25, -4.90, -2.42], [-3.01, -7.18, -1.90], [-3.13, -6.13, 2.27], [-2.24, -3.81, 1.74], [-1.92, -2.41, -0.17], [-3.81, -8.58, -0.17], [0.32, -1.34, 6.75], [1.51, -1.27, 6.08], [1.59, -1.43, 4.69], [0.47, -1.75, 3.93], [-0.74, -1.82, 4.59], [-0.83, -1.53, 5.97], [-1.98, -1.67, 6.63], [2.70, -1.18, 4.00], [0.28, -1.23, 7.82], [2.38, -1.00, 6.67], [0.48, -1.88, 2.86], [-1.63, -2.00, 4.02], [-1.95, -2.52, 7.07], [2.44, -0.96, 3.10], [-5.25, -0.03, -0.27], [-5.55, -0.69, 0.91], [-4.69, -0.79, 1.97], [-3.34, -0.38, 1.78], [-2.92, 0.08, 0.53], [-3.89, 0.26, -0.46], [-3.51, 0.63, -1.69], [-5.06, -1.53, 3.09], [-5.93, 0.01, -1.11], [-6.55, -1.08, 1.03], [-2.53, -0.74, 2.39], [-1.87, 0.28, 0.36], [-2.81, 1.27, -1.73], [-4.60, -1.10, 3.80], [0.31, 3.51, -4.64], [1.05, 2.65, -3.81], [2.33, 3.11, -3.62], [2.76, 4.37, -3.99], [2.00, 5.22, -4.74], [0.72, 4.83, -5.03], [-0.09, 5.67, -5.64], [3.31, 2.42, -2.87], [-0.71, 3.22, -4.87], [0.70, 1.65, -3.58], [3.81, 4.50, -3.77], [2.25, 6.22, -5.07], [0.44, 6.30, -6.13], [2.96, 1.70, -2.34], [6.01, 4.21, -0.64], [5.97, 3.00, 0.01], [4.73, 2.45, 0.32], [3.55, 3.20, 0.13], [3.63, 4.46, -0.39], [4.81, 4.91, -0.89], [4.84, 6.10, -1.46], [4.71, 1.22, 0.87], [6.97, 4.64, -0.89], [6.93, 2.54, 0.22], [2.58, 2.75, 0.29], [2.68, 4.94, -0.60], [4.01, 6.23, -1.93], [3.91, 0.93, 0.43], [-1.60, 4.60, -1.01], [-2.13, 5.87, -1.24], [-3.16, 5.96, -2.23], [-3.40, 4.88, -3.05], [-2.82, 3.57, -2.92], [-1.96, 3.50, -1.80], [-1.30, 2.29, -1.79], [-3.77, 7.10, -2.53], [-0.93, 4.31, -0.21], [-1.94, 6.69, -0.55], [-4.12, 4.87, -3.85], [-3.11, 2.74, -3.54], [-0.57, 2.28, -1.17], [-4.63, 7.02, -2.95]],
  "total_charge": 1,
  "de_lowest_ev": 4.4699,
  "lumo_ev": -7.56,
  "homo_lumo_gap_ev": 1.80,
  "e_tot_ha": -5676.70370
}



Record 2
{
  "formula": "C42H41BrO2P2Sr",
  "method": "the ωB97M-V functional and the def2-TZVPD basis",
  "species": ["Sr", "C", "C", "C", "C", "C", "C", "C", "C", "C", "H", "H", "H", "H", "H", "H", "H", "H", "H", "H", "H", "H", "H", "H", "H", "P", "P", "C", "C", "C", "C", "C", "C", "C", "C", "C", "C", "C", "C", "C", "C", "C", "C", "C", "C", "C", "C", "C", "C", "C", "C", "C", "C", "H", "H", "H", "H", "H", "H", "H", "H", "H", "H", "H", "H", "H", "H", "H", "H", "H", "H", "H", "H", "H", "H", "Br", "C", "C", "C", "C", "C", "C", "C", "O", "O", "H", "H", "H", "H"],
  "xyz": [[-0.20, -0.75, 0.11], [-1.77, 0.78, -6.30], [-1.90, -0.54, -6.16], [-1.19, -1.56, -7.01], [0.23, -1.18, -7.50], [1.10, -0.38, -6.57], [1.19, 0.96, -6.59], [0.31, 1.88, -7.36], [-1.16, 1.41, -7.51], [1.68, 0.55, 1.30], [-2.20, 1.48, -5.56], [-2.61, -0.96, -5.45], [-1.77, -1.80, -7.93], [-1.12, -2.51, -6.46], [0.76, -2.13, -7.68], [0.15, -0.69, -8.49], [1.83, -0.98, -6.03], [2.06, 1.47, -6.18], [0.72, 2.03, -8.37], [0.32, 2.87, -6.87], [-1.74, 2.31, -7.77], [-1.23, 0.75, -8.40], [1.39, 1.53, 1.72], [2.66, 0.58, 0.82], [1.70, -0.18, 2.14], [-1.82, -0.54, -2.48], [1.71, 0.12, -2.09], [-0.49, -0.96, -3.58], [0.85, -0.66, -3.45], [-2.67, -2.06, -1.98], [-2.84, -3.08, -2.94], [-3.49, -4.26, -2.60], [-3.94, -4.46, -1.29], [-3.67, -3.51, -0.30], [-3.08, -2.29, -0.64], [-2.93, 0.85, -2.74], [-2.41, 2.17, -2.69], [-3.27, 3.25, -2.77], [-4.65, 3.05, -2.90], [-5.18, 1.75, -2.89], [-4.33, 0.66, -2.79], [3.17, -0.95, -1.75], [2.97, -2.25, -1.23], [4.06, -3.03, -0.85], [5.37, -2.55, -1.00], [5.58, -1.28, -1.55], [4.49, -0.47, -1.91], [2.23, 1.82, -2.39], [2.39, 2.75, -1.34], [2.81, 4.05, -1.64], [3.08, 4.41, -2.97], [2.88, 3.50, -4.01], [2.42, 2.22, -3.72], [-0.77, -1.66, -4.40], [1.55, -1.12, -4.16], [-2.46, -2.93, -3.95], [-3.63, -5.04, -3.36], [-4.49, -5.37, -1.04], [-3.92, -3.71, 0.75], [-2.96, -1.51, 0.13], [-1.33, 2.32, -2.57], [-2.87, 4.27, -2.72], [-5.33, 3.91, -2.98], [-6.27, 1.60, -2.94], [-4.74, -0.36, -2.73], [1.95, -2.66, -1.11], [3.89, -4.02, -0.42], [6.22, -3.17, -0.72], [6.60, -0.90, -1.68], [4.66, 0.54, -2.28], [2.20, 2.43, -0.31], [2.91, 4.79, -0.84], [3.44, 5.41, -3.19], [3.06, 3.79, -5.06], [2.20, 1.49, -4.49], [-1.44, 2.26, 3.46], [-1.67, 0.77, 4.61], [-2.08, 0.99, 5.93], [-2.14, -0.09, 6.83], [-1.67, -1.35, 6.46], [-1.34, -1.59, 5.12], [-1.40, -0.55, 4.20], [-1.12, -0.85, 2.76], [-0.12, -1.59, 2.47], [-1.86, -0.31, 1.86], [-2.37, 1.99, 6.24], [-2.50, 0.08, 7.85], [-1.62, -2.18, 7.17], [-1.00, -2.56, 4.77]],
  "lumo_ev": -0.14,
  "homo_lumo_gap_ev": 5.65,
  "e_tot_ha": -5062.84529
}



Record 3
{
  "formula": "C42H41N6O2ReSb",
  "method": "the ωB97M-V functional and the def2-TZVPD basis",
  "species": ["Re", "C", "C", "C", "C", "C", "C", "N", "Sb", "C", "C", "C", "C", "C", "C", "N", "C", "C", "C", "C", "C", "C", "N", "H", "H", "H", "H", "H", "H", "H", "H", "H", "H", "H", "H", "H", "H", "H", "H", "H", "H", "O", "C", "N", "C", "C", "O", "N", "C", "C", "C", "C", "C", "C", "C", "C", "C", "C", "C", "C", "H", "H", "H", "H", "H", "H", "H", "H", "H", "H", "H", "C", "N", "C", "C", "C", "C", "C", "C", "C", "C", "H", "H", "H", "H", "H", "H", "H", "H", "H", "H", "H", "H"],
  "xyz": [[-1.04, 0.89, -0.45], [-3.07, -0.79, -2.46], [-3.61, 0.58, -2.23], [-4.87, 0.88, -2.73], [-5.43, 2.12, -2.52], [-4.65, 3.07, -1.88], [-3.40, 2.72, -1.42], [-2.89, 1.49, -1.54], [-2.25, 4.46, -0.72], [-0.57, 3.99, -2.01], [-0.15, 5.02, -2.83], [1.02, 4.86, -3.56], [1.70, 3.67, -3.42], [1.19, 2.66, -2.62], [1.92, 1.36, -2.57], [0.06, 2.82, -1.91], [-1.09, 3.67, 0.97], [-0.65, 4.68, 1.79], [0.09, 4.37, 2.92], [0.24, 3.03, 3.22], [-0.27, 2.04, 2.38], [-0.21, 0.65, 2.90], [-0.85, 2.37, 1.20], [-3.77, -1.39, -3.04], [-2.90, -1.29, -1.50], [-2.12, -0.75, -2.99], [-5.41, 0.12, -3.28], [-6.44, 2.35, -2.84], [-5.02, 4.08, -1.72], [-0.74, 5.93, -2.90], [1.38, 5.64, -4.20], [2.63, 3.52, -3.94], [2.70, 1.34, -3.33], [1.23, 0.54, -2.78], [2.39, 1.23, -1.60], [-0.86, 5.71, 1.54], [0.52, 5.14, 3.55], [0.76, 2.72, 4.12], [-0.83, 0.59, 3.80], [0.81, 0.42, 3.18], [-0.56, -0.08, 2.17], [-0.28, -0.97, -1.70], [0.76, -0.93, -1.00], [1.87, -1.64, -1.10], [2.85, -1.19, -0.12], [2.06, -0.04, 0.55], [2.46, 0.71, 1.41], [0.80, -0.04, 0.01], [4.17, -0.80, -0.77], [4.70, -1.59, -1.79], [5.93, -1.28, -2.34], [6.66, -0.21, -1.86], [6.16, 0.57, -0.83], [4.91, 0.28, -0.29], [3.16, -2.26, 0.92], [3.77, -1.88, 2.11], [4.09, -2.84, 3.06], [3.82, -4.18, 2.82], [3.23, -4.55, 1.62], [2.90, -3.60, 0.67], [2.09, -2.27, -1.86], [4.16, -2.46, -2.15], [6.32, -1.90, -3.14], [7.64, 0.00, -2.27], [6.73, 1.39, -0.45], [4.53, 0.89, 0.51], [3.99, -0.85, 2.30], [4.55, -2.54, 3.99], [4.07, -4.92, 3.55], [3.04, -5.59, 1.41], [2.45, -3.92, -0.26], [-2.11, -4.55, 2.14], [-2.27, -3.72, 0.98], [-3.30, -4.06, 0.05], [-1.74, -2.39, 0.96], [-2.73, -1.27, 1.33], [-3.77, -1.58, 2.19], [-4.70, -0.63, 2.60], [-4.57, 0.67, 2.14], [-3.51, 0.99, 1.32], [-2.57, 0.05, 0.87], [-2.13, -5.60, 1.85], [-2.91, -4.40, 2.88], [-1.16, -4.34, 2.63], [-3.50, -5.13, 0.09], [-2.99, -3.80, -0.96], [-4.24, -3.53, 0.27], [-1.36, -2.19, -0.05], [-0.90, -2.36, 1.65], [-3.88, -2.58, 2.57], [-5.50, -0.91, 3.26], [-5.28, 1.43, 2.43], [-3.42, 2.03, 1.01]],
  "total_charge": 2,
  "s_squared": 3.79,
  "de_lowest_ev": 0.4417,
  "lumo_ev": [-6.08, -7.13],
  "homo_lumo_gap_ev": [6.12, 5.06],
  "multiplicity": 4,
  "e_tot_ha": -2422.10340
}